1.
# C28H41BrCsF6I2N2O6S6

A molecular structure, C28H41BrCsF6I2N2O6S6 (wB97M-V/def2-TZVPD, the Open Molecules 2025 dataset).

```
93
Properties=species:S:1:pos:R:3:forces:R:3:lowdin_charge:R:1
Cs -0.460 -0.475 -0.272 -2.0 1.0 0.5 1.09
I -0.564 3.230 0.854 0.0 0.2 0.1 1.07
I -4.056 -0.201 -0.141 -0.3 0.0 -0.1 -0.25
Br -0.848 6.723 0.242 0.0 0.0 0.0 0.68
S -2.209 -0.798 3.060 0.2 0.1 0.1 0.78
S 0.021 -2.723 2.343 0.1 -0.1 -0.1 1.08
S -3.112 -3.971 2.320 0.0 0.0 0.0 0.88
S 0.632 -3.540 -1.357 -0.3 -0.2 -0.2 0.56
S 2.537 -2.593 0.235 0.2 0.2 0.0 0.58
S 0.524 0.630 -3.242 0.2 0.1 -0.1 0.88
F 2.159 -4.296 2.109 0.0 0.0 0.0 0.03
F -0.912 -5.310 -2.442 0.0 0.0 0.0 0.14
F 0.647 -0.696 2.069 0.5 0.0 0.7 -0.70
F 0.204 -6.064 -0.747 0.0 0.0 0.0 0.13
F 2.594 -2.317 2.842 0.0 0.0 0.0 0.06
F 1.195 -5.764 -2.650 0.0 0.0 0.0 0.14
O -0.393 -3.173 -0.402 0.1 -1.2 -0.3 -0.52
O 0.642 -2.811 -2.594 0.1 -0.1 0.1 -0.28
O -0.201 1.355 -2.147 0.1 0.8 -0.8 -0.80
O 3.112 1.227 -1.436 0.1 0.1 0.0 -0.09
O 2.029 -1.322 -0.235 1.3 -0.7 0.3 -0.54
O 3.931 -2.725 0.524 0.0 0.0 -0.1 -0.26
N 2.059 2.294 2.772 0.0 0.0 0.1 0.11
N 2.036 -3.780 -0.678 0.0 0.1 0.1 -0.28
C -3.987 -2.979 3.563 0.0 0.1 0.0 -0.53
C 1.540 1.972 5.089 0.0 0.0 0.0 -0.08
C -1.289 -1.652 -6.167 0.0 0.0 0.0 -0.10
C 3.293 0.720 4.070 0.0 0.0 0.0 -0.03
C -2.848 6.023 -1.614 0.0 0.0 0.0 -0.16
C -1.886 4.122 -0.482 0.1 0.0 0.0 -0.71
C -0.374 -4.484 2.678 0.0 0.0 -0.1 -0.40
C 0.748 3.309 -3.968 0.0 0.0 0.0 -0.28
C 1.346 2.579 3.861 0.0 0.0 0.0 -0.17
C -3.834 -1.461 3.450 0.0 0.0 -0.1 -0.57
C -0.180 -0.924 -5.415 0.0 0.0 0.0 -0.30
C 3.771 1.011 1.615 0.0 0.0 0.0 -0.12
C -2.721 3.283 -1.210 -0.1 0.0 0.0 -0.18
C 2.993 2.272 -0.473 -0.1 -0.1 0.0 -0.27
C 1.294 1.919 -4.275 0.0 0.0 0.0 -0.32
C 1.850 -2.986 1.958 0.0 0.0 0.0 -0.62
C -1.956 5.494 -0.691 0.0 0.0 -0.1 -0.74
C -3.622 3.808 -2.121 0.0 0.0 0.0 -0.08
C -1.214 -1.409 4.461 0.0 0.0 -0.1 -0.46
C -0.751 0.023 -4.366 0.0 0.0 0.0 -0.34
C 3.013 1.368 2.866 -0.1 0.0 -0.1 -0.27
C -1.743 -4.620 3.327 0.0 0.0 0.0 -0.51
C -0.682 3.555 -4.435 0.0 0.0 0.0 -0.10
C 0.082 -2.148 4.061 -0.1 0.0 0.1 -0.36
C 0.268 -5.279 -1.826 0.0 -0.1 0.0 -0.68
C 2.548 1.022 5.193 -0.1 0.0 0.0 -0.08
C -3.684 5.178 -2.328 0.0 0.1 0.0 -0.09
C 4.019 2.177 0.649 0.0 0.0 -0.1 -0.16
H -0.954 4.604 -4.304 0.0 0.0 0.0 0.07
H -1.434 -0.507 -3.696 0.0 0.0 0.0 0.10
H -0.876 -2.319 -6.926 0.0 0.0 0.0 0.07
H 3.190 0.234 1.115 0.0 -0.1 0.0 0.09
H -0.355 -4.967 1.700 0.0 0.0 0.0 0.08
H 1.427 4.031 -4.432 0.0 0.0 0.0 0.11
H -2.884 7.094 -1.762 0.0 0.0 0.0 0.09
H 5.004 2.069 0.189 0.0 0.0 0.0 0.11
H -0.922 -0.558 5.076 0.0 0.0 0.0 0.07
H 0.801 3.466 -2.889 0.0 0.0 0.0 0.10
H 0.467 -1.651 -4.919 0.0 0.0 0.0 0.09
H 2.750 0.528 6.136 0.0 0.0 0.0 0.10
H 4.015 3.120 1.202 0.0 0.0 0.0 0.11
H 0.921 -1.465 4.070 0.0 0.0 0.0 0.06
H 0.577 3.336 3.743 0.0 0.0 0.0 0.07
H 4.084 -0.018 4.107 0.0 0.0 0.0 0.11
H -5.045 -3.223 3.462 0.0 0.0 0.0 0.07
H 0.281 -3.005 4.706 0.0 0.0 0.0 0.10
H 0.924 2.244 5.936 0.0 0.0 0.0 0.10
H -2.691 2.213 -1.045 0.0 0.0 0.0 -0.02
H 2.355 1.864 -4.031 0.0 0.0 0.0 0.08
H -1.387 2.964 -3.850 0.0 0.0 0.0 0.05
H 1.155 1.630 -5.319 0.0 0.0 0.0 0.08
H 4.709 0.532 1.903 0.0 0.0 0.0 0.12
H -1.758 -4.115 4.291 0.0 0.0 0.0 0.05
H 3.131 3.202 -1.027 0.0 0.0 0.0 0.12
H -4.281 3.132 -2.651 0.0 0.0 0.0 0.11
H -1.286 0.867 -4.803 0.0 0.0 0.0 0.09
H -4.385 5.596 -3.039 0.0 0.0 0.0 0.10
H 1.985 2.283 -0.056 0.0 0.0 0.0 0.03
H -1.914 -5.681 3.520 0.0 0.0 0.0 0.08
H -1.845 -2.053 5.072 0.0 0.0 0.0 0.06
H -4.227 -0.994 4.357 0.0 0.0 0.0 0.08
H -4.418 -1.091 2.603 0.0 0.0 0.0 -0.03
H 0.380 -4.947 3.312 0.0 0.0 0.0 0.09
H 2.833 0.394 -1.035 0.0 -0.1 0.0 0.03
H 0.442 -0.368 -6.122 0.0 0.0 0.0 0.10
H -3.679 -3.343 4.544 0.0 0.0 0.0 0.06
H -1.959 -0.948 -6.665 0.0 0.0 0.0 0.07
H -0.805 3.306 -5.493 0.0 0.0 0.0 0.07
H -1.886 -2.252 -5.480 0.0 0.0 0.0 0.08
```
Forces are in eV/Å.

## Properties
HOMO-LUMO gap: 6.3 eV
charge: -1

2.
# C3H9NO3P

2 unconnected molecules or ions with the total composition C3H9NO3P (wB97M-V/def2-TZVPD, the Open Molecules 2025 dataset).

```
17
Properties=species:S:1:pos:R:3:forces:R:3:lowdin_charge:R:1
P -1.676 -0.096 0.173 -2.2 0.6 -3.2 0.28
O -3.307 0.084 -0.097 -0.8 -0.1 -1.0 -0.25
O -1.899 -0.691 1.664 0.3 -0.2 0.4 -0.20
O -1.123 1.302 0.311 0.5 -1.1 0.4 -0.40
N 1.898 -0.992 0.726 1.1 -1.0 -0.3 0.07
C 1.774 1.238 -0.203 -1.1 -2.3 -4.5 -0.09
C -1.064 -1.149 -1.059 1.7 2.4 1.7 -0.27
C 2.402 -0.074 0.013 -1.5 -0.4 1.7 -0.32
H 0.961 -0.828 1.055 -0.4 0.6 0.1 0.00
H -1.562 -2.029 -1.371 -0.3 -0.8 0.1 -0.08
H -1.151 -0.254 2.072 0.2 0.1 1.0 0.03
H 2.012 1.882 0.525 0.1 2.3 3.3 0.03
H 0.055 -1.144 -0.903 -1.2 -0.5 -0.7 -0.06
H -3.606 0.346 -1.009 1.2 -0.5 1.5 0.07
H 2.272 1.705 -1.067 -0.4 -0.1 -0.3 0.07
H 3.335 -0.298 -0.407 1.6 -0.2 -0.7 0.07
H 0.679 0.998 -0.423 1.3 1.3 0.6 0.06
```
Forces are in eV/Å.

## Properties
HOMO-LUMO gap: 6.8 eV
charge: -1

3.
# C7H11N

C7H11N in the gas phase (wB97M-V/def2-TZVPD, the Open Molecules 2025 dataset).

```
19
Properties=species:S:1:pos:R:3:forces:R:3:lowdin_charge:R:1
N 0.772 -1.082 -1.626 -1.9 0.8 -2.3 0.00
C -0.175 -1.026 -0.452 2.8 0.2 0.0 -0.28
C -0.556 1.303 -0.019 -0.1 2.8 1.0 -0.17
C 0.575 -0.473 0.915 -1.2 -1.5 -2.6 -0.11
C 0.847 1.024 0.516 -0.6 -3.6 5.8 -0.24
C 0.777 1.623 -0.711 -1.1 -1.1 -4.1 -0.09
C -0.957 -0.524 1.379 0.2 1.4 2.7 -0.12
C -1.268 -0.010 -0.047 1.1 -1.6 -0.4 -0.21
H -0.422 -2.069 -0.387 -1.1 -0.3 1.1 0.12
H 0.296 -1.322 -2.583 0.9 0.6 2.5 0.12
H 1.293 -1.252 1.246 -0.1 1.1 0.4 0.13
H 1.072 2.594 -0.770 0.6 2.8 0.0 0.08
H 1.334 -1.876 -1.411 0.6 -0.6 -0.1 0.05
H 1.102 1.070 -1.579 -0.5 -0.1 -0.1 0.09
H -0.958 2.046 0.740 0.0 -0.5 -1.8 0.15
H -1.366 0.060 2.336 1.1 -0.6 -2.1 0.15
H -1.210 -1.549 1.608 -0.3 -0.4 -0.3 0.09
H 1.064 1.653 1.363 0.4 0.0 0.3 0.13
H -2.220 -0.188 -0.517 -0.5 0.6 0.0 0.13
```
Forces are in eV/Å.

## Properties
HOMO-LUMO gap: 9.9 eV
structure (SMILES): N[C@@H]1[C@H]2C[C@@H]1[C@H]1C[C@H]12

4.
# C5H13NO

2 unconnected molecules or ions with the total composition C5H13NO (wB97M-V/def2-TZVPD, the Open Molecules 2025 dataset).

```
20
Properties=species:S:1:pos:R:3:forces:R:3:lowdin_charge:R:1
O 2.341 0.503 -4.885 0.0 -0.2 -0.1 -0.06
N 0.138 -0.380 1.505 -0.7 -0.5 0.6 -0.23
C -1.200 0.105 1.784 -0.5 1.5 0.0 -0.22
C -0.919 -0.088 -0.608 -0.3 -0.5 0.6 -0.17
C -2.005 0.008 0.475 0.3 -1.3 0.5 -0.18
C 0.217 -0.826 0.119 0.3 1.4 0.2 -0.18
C 1.210 0.332 2.174 -0.5 0.0 -0.5 -0.09
H 0.748 0.849 3.011 0.2 0.0 0.2 0.07
H 0.070 -1.899 -0.004 0.2 -0.2 0.1 0.11
H 1.197 -0.507 -0.239 0.1 -0.4 -0.4 0.11
H 1.760 0.481 -5.651 -0.1 0.1 0.0 0.03
H 1.652 1.102 1.524 0.2 -0.1 0.0 0.08
H -1.257 -0.713 -1.434 0.0 0.5 -0.4 0.10
H -0.653 0.930 -0.887 0.3 -0.1 -0.4 0.11
H -2.689 0.837 0.331 -0.1 0.0 0.0 0.10
H 1.973 -0.337 2.571 0.2 0.0 -0.1 0.07
H -1.234 1.182 2.048 0.6 -0.2 0.1 0.11
H -1.679 -0.377 2.641 0.0 -0.4 -0.2 0.11
H 2.900 -0.272 -5.010 0.0 0.1 0.1 0.03
H -2.569 -0.932 0.536 -0.1 0.2 -0.4 0.11
```
Forces are in eV/Å.

## Properties
HOMO-LUMO gap: 8.7 eV
structure (SMILES): CN1CCCC1.O

5.
# C5H12N2O3

A molecular structure, C5H12N2O3 (wB97M-V/def2-TZVPD, the Open Molecules 2025 dataset).

```
22
Properties=species:S:1:pos:R:3:forces:R:3:lowdin_charge:R:1
O -1.016 -0.636 -1.674 -0.4 0.6 0.9 0.08
O 0.421 -2.524 0.431 -2.7 2.6 1.6 0.11
O -2.265 -2.262 1.318 -0.5 3.8 -0.7 -0.18
N -0.986 -0.257 0.604 -0.7 -2.1 0.7 0.05
N -0.367 1.380 -0.872 0.0 1.2 -0.1 0.04
C 0.330 1.807 -2.071 -0.4 0.3 -0.4 -0.25
C 1.813 1.454 -2.065 0.1 -0.2 0.0 -0.09
C -0.128 -1.728 1.168 2.7 -0.2 -2.8 -0.33
C 0.504 -1.372 2.495 -1.3 0.2 0.7 -0.02
C -0.888 0.139 -0.738 1.9 -1.2 -0.6 -0.58
H 0.197 2.893 -2.160 0.0 -0.2 0.0 0.11
H 2.314 1.877 -1.183 -0.1 -0.1 -0.2 0.07
H -0.229 -0.868 3.138 0.3 -0.1 0.0 0.08
H 0.853 -2.290 2.979 -0.1 0.2 -0.2 0.10
H -0.171 1.344 -2.930 0.1 0.1 0.2 0.12
H 2.296 1.850 -2.969 -0.1 -0.1 0.3 0.07
H -2.434 -1.823 2.166 -0.2 -0.8 0.5 0.01
H 1.346 -0.683 2.343 -0.3 -0.3 -0.3 0.10
H -2.288 -1.112 0.818 1.2 -3.6 0.8 0.19
H -0.286 1.975 -0.058 0.1 -0.3 -0.2 0.13
H 1.949 0.364 -2.049 0.0 0.3 0.0 0.08
H -0.965 0.473 1.307 0.4 0.0 -0.2 0.10
```
Forces are in eV/Å.

## Properties
HOMO-LUMO gap: 9.9 eV

6.
# C6H9N

C6H9N in the gas phase (wB97M-V/def2-TZVPD, the Open Molecules 2025 dataset).

```
16
Properties=species:S:1:pos:R:3:forces:R:3:lowdin_charge:R:1
N -1.575 0.120 0.376 0.0 -0.4 -0.1 0.00
C 2.083 0.706 0.911 0.0 0.0 0.0 -0.05
C 0.723 0.451 0.352 -0.1 -0.1 -0.1 -0.27
C 0.280 0.556 -0.905 0.1 -0.1 0.1 0.00
C -0.386 -0.168 1.185 0.2 0.1 0.2 -0.16
C -1.072 -0.048 -0.937 0.1 -0.2 -0.1 -0.38
C -1.575 -0.878 -1.853 0.0 0.0 0.0 0.04
H -2.446 -1.486 -1.625 0.0 0.2 -0.1 0.05
H 2.068 1.537 1.627 0.0 -0.1 -0.1 0.08
H -0.215 -1.262 1.201 0.1 0.1 0.2 0.13
H 2.808 0.934 0.123 -0.1 0.0 0.1 0.08
H -0.453 0.182 2.219 0.0 0.1 -0.2 0.12
H 0.830 0.899 -1.778 -0.1 -0.2 0.2 0.12
H -1.054 -1.078 -2.782 -0.1 0.2 0.0 0.05
H 2.437 -0.179 1.456 0.0 0.1 -0.1 0.08
H -2.342 -0.516 0.565 0.1 0.0 0.0 0.12
```
Forces are in eV/Å.

## Properties
HOMO-LUMO gap: 9.0 eV
structure (SMILES): C=C1C=C(C)CN1

7.
# C30H36AuN5

A molecular structure, C30H36AuN5 (wB97M-V/def2-TZVPD, the Open Molecules 2025 dataset).

```
72
Properties=species:S:1:pos:R:3:forces:R:3:lowdin_charge:R:1
Au 0.128 -0.155 -0.194 -1.5 0.6 1.3 1.40
N 1.636 1.126 1.565 0.2 0.0 0.0 0.07
N -1.138 0.346 1.481 0.2 0.1 0.2 -0.24
N -0.205 1.793 -0.644 0.4 0.2 -0.4 -0.05
N 0.973 -0.693 -1.850 1.4 -0.5 -1.0 -0.13
N 0.004 -2.002 0.630 0.5 -0.5 0.0 -0.03
C 2.411 -0.665 -1.811 -1.1 0.1 -0.3 -0.28
C 4.572 -0.398 -2.882 -0.2 0.0 -0.1 -0.24
C 4.468 -0.917 -0.527 -0.2 0.1 0.0 -0.27
C -1.422 3.700 0.055 0.0 0.1 0.0 0.03
C 0.831 -3.020 0.364 -0.1 -0.1 0.0 -0.08
C 0.401 3.915 -1.491 0.0 0.0 0.0 0.00
C 5.140 -1.225 0.785 0.0 0.0 0.0 -0.03
C -0.613 4.497 -0.753 0.0 0.0 0.0 0.01
C 3.074 -0.889 -0.605 0.3 -0.3 0.1 -0.09
C 2.908 1.546 1.525 0.0 0.1 0.0 -0.12
C 0.754 -1.590 -4.206 -0.1 -0.1 0.0 -0.03
C 5.205 -0.672 -1.677 0.1 0.0 0.1 0.00
C -0.874 -2.075 1.658 0.0 -0.1 -0.1 -0.23
C -0.778 0.206 -3.397 0.2 0.0 -0.2 -0.05
C 0.584 2.546 -1.409 0.1 0.1 -0.1 -0.08
C 3.534 2.137 2.604 0.0 0.0 0.0 -0.03
C 2.817 2.293 3.783 0.0 0.0 0.0 -0.02
C -0.939 -2.106 -2.495 0.1 0.0 -0.1 -0.06
C 0.953 1.300 2.683 -0.1 0.0 0.0 -0.27
C 5.364 -0.095 -4.125 0.0 0.0 0.0 -0.03
C -1.842 -0.935 1.750 -0.1 0.0 0.0 -0.10
C -2.030 1.359 0.854 0.0 0.0 0.0 -0.10
C 0.040 -1.019 -2.977 -0.2 -0.1 0.4 -0.60
C 3.178 -0.399 -2.942 0.4 0.3 0.1 -0.01
C -0.918 -3.189 2.464 0.0 0.0 0.0 0.03
C -0.501 0.875 2.734 -0.1 0.0 0.1 -0.07
C -0.060 -4.252 2.199 0.0 0.0 0.0 0.01
C 0.817 -4.169 1.131 -0.1 0.0 0.1 0.01
C 1.502 1.869 3.824 0.0 0.0 0.1 -0.01
C -1.196 2.345 0.092 0.0 0.1 -0.1 -0.24
H -2.592 -1.081 0.969 0.0 0.0 0.0 0.14
H -2.670 0.846 0.131 0.0 0.0 0.1 0.14
H 1.491 -4.978 0.889 0.0 0.0 0.0 0.13
H -0.610 0.117 3.511 0.0 -0.1 0.0 0.14
H 5.109 0.890 -4.519 0.0 0.0 0.0 0.09
H 3.429 1.391 0.588 0.0 0.0 0.0 0.11
H 0.909 1.982 4.724 0.0 0.0 0.0 0.13
H 2.713 -0.140 -3.875 0.0 0.0 -0.1 0.10
H 1.048 4.504 -2.124 0.0 0.0 0.0 0.13
H 1.364 2.031 -1.954 0.0 0.0 0.0 0.12
H 6.288 -0.688 -1.636 0.0 0.0 0.0 0.12
H -0.123 1.027 -3.693 0.0 0.0 0.0 0.08
H 4.807 -2.186 1.180 0.0 0.0 0.0 0.09
H 4.560 2.467 2.522 0.0 0.0 0.0 0.12
H -1.405 -0.043 -4.254 0.0 0.0 0.0 0.10
H 1.499 -2.891 -0.476 0.0 0.0 0.0 0.12
H 1.240 -0.829 -4.807 0.0 0.0 0.0 0.08
H -1.524 -1.776 -1.632 0.0 0.0 0.0 0.05
H -1.625 -3.233 3.281 0.0 0.0 0.0 0.14
H 5.153 -0.825 -4.908 0.0 0.0 0.0 0.09
H -1.085 1.736 3.063 -0.1 0.0 0.0 0.14
H -0.083 -5.137 2.822 0.0 0.0 0.0 0.13
H 6.221 -1.267 0.670 0.0 0.0 0.0 0.09
H -2.677 1.835 1.592 0.1 0.1 0.0 0.15
H 4.912 -0.470 1.540 0.0 0.0 0.0 0.07
H 6.433 -0.113 -3.925 0.0 0.0 0.0 0.08
H 1.471 -2.367 -3.947 0.0 0.0 0.0 0.10
H -0.016 -2.040 -4.834 0.0 0.0 0.0 0.10
H 2.513 -1.093 0.300 0.1 0.0 0.0 0.07
H -0.402 -3.019 -2.232 0.0 0.0 0.0 0.08
H 3.275 2.742 4.654 0.0 0.0 0.0 0.13
H -1.646 -2.349 -3.289 0.0 0.0 0.0 0.10
H -2.369 -0.915 2.704 0.1 0.0 0.0 0.15
H -1.439 0.547 -2.597 0.0 0.0 0.0 0.06
H -0.777 5.566 -0.796 0.0 0.0 0.0 0.13
H -2.220 4.130 0.644 0.0 0.0 0.0 0.14
```
Forces are in eV/Å.

## Properties
HOMO-LUMO gap (alpha / beta): 6.2 / 6.2 eV
charge: +2

no.,DFT total energy (Eh),maximum force (eV Å⁻¹)
1,-7830.41781,2.3
2,-741.58922,5.2
3,-327.92053,6.9
4,-328.26863,1.6
5,-532.87103,4.1
6,-288.73289,0.4
7,-1573.69804,2.1